Computed, not measured: C6H12FNOPSn as an isolated structure in a non-equilibrium geometry, with ωB97M-V/def2-TZVPD.

**HOMO**: -0.461 Ha
**Maximum force**: 5.36 eV Å⁻¹
**Total charge**: +1
**Spin multiplicity**: 1

Structure (XYZ):
```
23
Properties=species:S:1:pos:R:3:lowdin_charge:R:1
Sn 0.81 0.32 -3.06 1.457
P 0.35 0.02 -0.07 0.749
F -1.02 -2.35 -0.20 0.031
O -0.88 0.80 -1.45 -0.278
N 0.25 2.78 -2.22 0.186
C -0.42 1.93 -1.80 -0.669
C 1.27 -2.57 -0.81 -0.070
C -0.62 1.21 2.12 -0.271
C 0.02 -1.73 -0.79 -0.547
C -1.24 2.37 2.00 0.022
C -0.93 0.02 1.28 -0.310
H 0.73 1.36 0.20 0.054
H -0.87 -0.86 1.91 0.093
H -2.25 2.43 1.63 0.071
H 1.36 -0.46 0.81 0.048
H -0.74 3.26 2.34 0.064
H 0.14 1.07 2.87 0.107
H 1.43 -3.00 -1.79 0.082
H -0.27 -1.58 -1.85 0.048
H -1.92 0.18 0.87 0.092
H 2.16 -1.97 -0.61 0.061
H 1.24 -3.33 -0.04 0.101
H 1.44 0.10 -1.35 -0.120
```



Computed, not measured: a 3-piece molecular cluster, CH10NO2 overall in a non-equilibrium geometry, with ωB97M-V/def2-TZVPD.

**HOMO (spin up / spin down)**: -0.102 / -0.445 Ha
**Maximum force**: 1.13 eV Å⁻¹
**Spin multiplicity**: 2
**⟨S²⟩**: 0.750
**ΔE to the lowest compared entry with this formula, charge and spin**: 4.5 kcal per mole

Structure (XYZ):
```
14
Properties=species:S:1:pos:R:3:lowdin_charge:R:1
O -1.00 -1.27 2.41 -0.126
O 0.69 -0.21 -2.65 -0.106
N 0.52 -0.13 0.22 -0.006
C -0.15 1.17 0.04 -0.219
H 1.31 -0.73 -3.16 0.036
H 0.54 -0.66 -0.68 0.071
H 1.51 0.01 0.52 0.029
H -0.68 -0.80 3.18 0.015
H -1.95 -1.35 2.52 0.032
H -1.15 1.00 -0.37 0.074
H 0.06 -0.76 0.89 0.065
H 0.36 1.80 -0.68 0.061
H 0.14 0.28 -3.25 0.019
H -0.20 1.65 1.01 0.053
```



Computed, not measured: a 2-piece molecular cluster, C4H10ClNSi overall in a non-equilibrium geometry, with ωB97M-V/def2-TZVPD.

**HOMO (spin up / spin down)**: -0.310 / -0.266 Ha
**Maximum force**: 2.46 eV Å⁻¹
**Spin multiplicity**: 1
**ΔE to the lowest compared entry with this formula, charge and spin**: 84.1 kcal per mole

Structure (XYZ):
```
17
Properties=species:S:1:pos:R:3:lowdin_charge:R:1
Cl -1.58 0.85 -2.54 0.321
Si -0.23 0.33 -1.13 0.331
N -1.47 -1.90 0.31 -0.099
C -0.05 1.64 0.22 -0.297
C -1.17 -1.67 1.69 -0.325
C 0.31 2.89 -0.04 -0.065
C 1.39 -0.28 -1.91 -0.241
H 1.21 -1.15 -2.54 0.021
H 1.82 0.50 -2.54 0.025
H -0.11 -1.49 1.92 0.055
H -0.84 -2.62 -0.06 -0.014
H 0.55 3.22 -1.04 0.050
H -0.28 1.35 1.23 0.042
H -1.75 -0.81 2.04 0.052
H -1.48 -2.54 2.28 0.067
H 0.39 3.63 0.74 0.055
H 2.12 -0.55 -1.16 0.024
```



Computed, not measured: a 2-piece molecular cluster, C4H4N2O overall in a non-equilibrium geometry, with ωB97M-V/def2-TZVPD.

**HOMO**: -0.340 Ha
**Maximum force**: 4.82 eV Å⁻¹
**Spin multiplicity**: 1
**SMILES string**: c1cnoc1.C#N
**ΔE to the lowest compared entry with this formula, charge and spin**: 101.7 kcal per mole

Structure (XYZ):
```
11
Properties=species:S:1:pos:R:3:lowdin_charge:R:1
O -0.29 -0.83 -1.26 -0.024
N 0.49 -0.91 -0.14 -0.033
N 2.26 0.07 -0.65 0.074
C -1.50 -0.05 0.42 -0.038
C 2.53 0.96 -0.04 -0.041
C -1.46 -0.21 -0.91 -0.110
C -0.19 -0.47 0.87 -0.120
H 2.63 1.78 0.53 0.026
H -2.27 0.43 0.89 0.072
H 0.06 -0.41 1.85 0.087
H -2.25 -0.37 -1.57 0.108
```



Computed, not measured: a 2-piece molecular cluster, C3H5N3O overall in a non-equilibrium geometry, with ωB97M-V/def2-TZVPD.

**HOMO**: -0.342 Ha
**Maximum force**: 3.95 eV Å⁻¹
**Spin multiplicity**: 1
**SMILES string**: C1=NN1.CN=C=O
**ΔE to the lowest compared entry with this formula, charge and spin**: 111.8 kcal per mole

Structure (XYZ):
```
12
Properties=species:S:1:pos:R:3:lowdin_charge:R:1
O -0.72 -2.14 -0.65 0.149
N 0.88 -0.86 0.47 0.050
N -0.85 1.24 -0.42 0.121
N -2.35 1.66 -0.43 0.015
C -1.71 0.54 0.15 -0.222
C 0.09 -1.45 -0.21 -0.402
C 2.14 -0.22 0.37 -0.108
H 2.63 -0.22 1.39 0.091
H -1.96 -0.32 0.74 0.118
H -2.82 1.56 -1.26 0.025
H 1.80 0.83 0.20 0.081
H 2.88 -0.60 -0.34 0.084
```